1.
Entry from the OMol25 dataset: a 4-piece molecular cluster, C25H55ClNO4 overall in a non-equilibrium geometry (ωB97M-V/def2-TZVPD).

The total charge is 0. As for the expectation value of S²: 0.75. As for the HOMO energy (alpha / beta): -0.3028 / -0.3497 Ha. As for the energy: -1801.3326 Eh. The multiplicity is 2.

Each line ends with the Löwdin spin population.
Geometry (Å):
H -6.835 1.346 -4.527  0.0000
C 4.750 -1.944 1.348  0.0006
H 3.586 -1.850 -0.529  0.0028
H -5.204 2.294 1.730  0.0000
H -5.263 3.447 0.383  0.0000
H 2.666 -5.259 -0.095  -0.0002
H -0.237 -3.945 1.399  0.0021
H 3.525 4.364 -2.499  0.0000
C 1.884 -3.566 0.956  0.0285
O -2.911 1.095 0.998  0.0000
H -5.897 -0.919 -3.155  0.0000
H 7.297 -2.656 1.581  0.0000
H -5.498 1.730 0.083  0.0000
H 1.973 4.436 -0.522  0.0000
H -9.317 1.035 -4.294  0.0000
H 3.626 -3.825 -0.302  0.0000
H 0.538 -5.214 0.507  0.0011
H 1.508 2.771 -0.829  0.0000
H -0.023 -0.668 3.247  0.0020
H 3.555 -4.370 2.060  -0.0002
H 3.848 -0.286 0.280  0.0003
H 3.753 5.744 -0.086  0.0000
H -8.959 2.568 -5.083  0.0000
H -3.433 -1.205 -1.426  0.0000
C -6.984 -0.996 -3.224  0.0000
H 2.299 -3.710 3.047  -0.0002
C 3.617 -2.229 2.367  0.0006
O 0.438 -2.219 -0.235  0.4995
O -7.177 1.340 -2.483  0.0000
C 4.536 3.717 0.032  0.0000
H 5.190 3.152 0.697  0.0000
H -0.739 -1.578 1.904  0.0028
H 1.526 0.952 1.553  -0.0003
C 2.607 -4.192 -0.263  0.0075
H 3.792 5.068 1.542  0.0000
C 5.898 -1.084 1.928  0.0001
H -2.921 3.096 1.024  0.0000
H -2.913 -0.911 0.943  0.0000
H 5.039 3.763 -0.941  0.0000
H 5.546 -0.450 2.735  0.0000
C 2.337 3.476 -0.905  0.0000
H -0.018 0.389 0.999  -0.0003
C 0.116 -1.496 2.565  0.0219
H -8.734 -0.026 -2.398  0.0000
C 4.269 -1.259 0.061  0.0075
C 2.756 3.602 -2.360  0.0000
H -6.953 2.899 -3.718  0.0000
C 1.042 0.163 0.988  0.0019
Cl 4.367 -2.451 4.023  0.0000
H 3.155 2.654 -2.725  0.0000
H -9.418 2.533 -3.370  0.0000
C 2.612 -1.072 2.499  -0.0005
C -4.939 2.450 0.683  0.0000
H -4.489 -0.196 0.638  0.0000
C 1.316 -1.203 1.662  0.0283
H -3.181 2.417 -0.574  0.0000
H -7.410 -0.232 -1.266  0.0000
H 3.145 -0.160 2.272  -0.0002
C -7.643 0.016 -2.302  0.0000
H -3.692 0.525 -1.645  0.0000
C -3.440 2.303 0.484  0.0000
H 1.899 3.881 -2.973  0.0000
H -2.078 -0.074 -1.259  -0.0001
C 7.132 -1.896 2.338  0.0000
C 0.693 -4.491 1.297  0.0161
H 5.142 -1.073 -0.558  0.0009
H -7.283 -2.008 -2.951  0.0000
C 2.866 -3.536 2.138  -0.0006
H 2.080 -3.972 -1.184  -0.0004
H 5.176 -2.906 1.071  0.0000
H 7.033 -2.343 3.318  0.0000
C -3.418 -0.095 0.424  0.0000
H 1.453 0.198 -0.014  -0.0007
H 0.263 -2.438 3.085  0.0004
H 2.310 -1.015 3.535  -0.0004
C -7.392 1.902 -3.765  0.0000
H -7.262 -0.838 -4.267  0.0000
H 0.880 -5.054 2.205  0.0007
O 3.348 2.953 -0.059  0.0000
C -3.142 -0.219 -1.064  -0.0001
H 6.226 -0.414 1.139  0.0001
C -8.858 2.014 -4.149  0.0000
H 5.292 5.598 0.758  0.0000
C 4.329 5.114 0.593  0.0000
N 1.422 -2.212 0.584  0.3783
H 8.003 -1.250 2.293  0.0000

---

2.
Entry from the OMol25 dataset: C33H55AlClO23 as an isolated structure in a non-equilibrium geometry (ωB97M-V/def2-TZVPD).

The total charge is -1. As for the HOMO energy: -0.1592 Ha. As for the energy: -3723.6953 Eh.

Each line ends with the Löwdin charge.
Geometry (Å):
O -4.919 -3.215 3.888  0.0633
C 7.760 -2.576 2.743  -0.0254
H -11.567 0.431 -1.030  0.0877
H 4.319 3.970 -1.089  0.0943
H -3.386 -6.600 4.840  0.0933
H -12.046 -1.482 -4.208  0.1388
C 0.187 -4.341 0.463  -0.0821
O 7.331 0.390 0.695  0.0515
O 8.685 6.211 -4.803  0.1573
H -0.339 -3.683 -0.231  0.1368
H 2.533 0.775 2.827  0.0763
C -5.266 -4.478 4.462  -0.0995
H 1.244 -4.356 0.214  0.1370
H -6.253 -4.428 4.915  0.1339
O -2.581 0.455 -0.046  0.1573
O -8.551 -2.780 -3.484  0.1595
C 4.984 2.336 0.162  -0.1147
C 8.663 0.275 0.852  -0.5538
H -4.359 -4.163 6.395  0.1548
Al 1.126 2.935 0.385  0.3113
H 2.950 5.099 0.434  0.0930
C 9.042 3.260 -3.120  -0.3154
O 8.531 4.005 -5.233  0.0583
C -3.808 -6.139 5.734  -0.0215
H 8.051 3.096 -2.690  0.1605
H -12.673 0.616 -2.396  0.0902
O 8.955 -0.706 1.741  0.0811
C -5.266 -0.152 -2.053  -0.3263
C 10.107 2.633 -2.258  -0.0290
O 9.239 4.687 -3.238  0.0848
H 0.619 -1.966 1.808  0.0826
C -2.947 3.891 0.230  -0.0679
H -2.989 2.987 0.842  0.0623
O 1.049 0.436 1.716  -0.2898
O 2.622 3.234 1.316  -0.2021
C -3.569 -3.078 3.982  -0.5451
O -3.062 -4.025 4.812  0.0799
O -1.313 -4.735 2.135  0.0788
O 3.129 0.613 -2.049  -0.0233
C -11.925 -0.037 -1.946  -0.0225
H 5.738 -0.471 1.703  0.1397
H 2.268 2.926 -1.965  0.0735
O -2.924 -2.268 3.411  0.1783
H -0.418 1.818 2.238  0.0667
Cl 0.862 -0.448 -1.431  0.5969
H 9.963 2.897 -1.214  0.0742
H -6.895 -1.265 -2.910  0.0693
H 7.591 -0.496 3.266  0.1586
H -2.780 4.767 0.853  0.0671
O -9.928 -1.331 -2.443  0.0779
C -9.417 -1.969 -3.521  -0.5726
C -0.084 -3.994 1.908  -0.3042
H 6.595 -1.528 0.558  0.1443
H 8.113 -3.171 1.900  0.0909
H 3.973 4.667 1.809  0.1054
C -6.568 -0.903 -1.940  -0.0212
H -0.553 4.813 1.231  0.0571
H -3.934 3.976 -0.236  0.0587
C 6.714 -0.745 1.311  -0.0824
H 0.674 5.490 0.204  0.0516
C -1.867 3.749 -0.863  -0.3113
C -0.243 -2.525 2.177  -0.0212
H -7.344 -0.257 -1.528  0.0847
H -2.351 3.810 -1.845  0.1108
C -3.338 0.104 -0.887  -0.5390
H -4.105 -0.764 -3.807  0.1366
H -12.393 -0.983 -1.672  0.0924
C 8.803 5.082 -4.454  -0.5705
C -4.142 -0.908 -2.730  -0.0944
H -11.394 -0.024 -4.996  0.1375
C 0.093 1.478 1.331  -0.1987
H 8.457 1.976 -4.791  0.1377
H 11.093 2.992 -2.559  0.0908
H 6.765 -2.918 3.030  0.0915
H -1.423 2.748 -0.796  0.0784
O -2.150 -6.656 1.323  0.1323
H 5.485 4.414 0.162  0.0972
C -10.788 -0.273 -2.906  -0.3265
H -6.464 -1.753 -1.265  0.1027
H 10.085 2.686 -4.940  0.1355
C 9.067 2.849 -4.576  -0.0970
H -5.422 0.817 -2.537  0.1562
C 4.607 3.793 -0.049  -0.2271
H -3.067 -6.218 6.529  0.0836
H -4.171 -1.977 -2.504  0.1405
C 1.497 2.281 -1.533  -0.1522
H 5.416 2.163 1.152  0.0702
O -0.372 -5.667 0.355  0.0567
H 4.118 1.683 0.066  0.0537
H -0.342 -2.333 3.242  0.0876
C -1.354 -5.767 1.278  -0.5840
C 7.724 -1.115 2.375  -0.3238
H 0.678 -4.428 2.562  0.1553
O -10.035 -1.556 -4.655  0.0653
O -2.982 -0.338 -2.118  0.0587
C -0.005 4.633 0.294  -0.1999
O -4.691 0.099 -0.760  0.0854
O 9.474 0.937 0.286  0.1524
H -0.630 0.958 0.698  0.0157
H -5.262 -5.234 3.672  0.1411
H -1.139 -2.136 1.699  0.0874
C 3.483 4.264 0.910  -0.3109
C -4.149 -4.696 5.462  -0.3344
O 1.584 0.812 3.000  -0.0666
C 2.021 0.939 -1.712  -0.8414
H -10.177 0.628 -3.009  0.1589
H 10.079 1.548 -2.334  0.0868
H 0.592 2.382 -2.138  0.0741
C -11.191 -0.804 -4.267  -0.0945
H -4.699 -6.690 6.037  0.0872
H 5.720 2.031 -0.585  0.0644
H 8.439 -2.750 3.577  0.0830
O -0.890 4.757 -0.847  -0.2344

---

3.
Entry from the OMol25 dataset: one molecule with the formula C6H10O2 in a non-equilibrium geometry (ωB97M-V/def2-TZVPD).

The total charge is 0. As for the HOMO energy (alpha / beta): -0.2539 / -0.2540 Ha. As for the energy: -384.9623 Eh.

Each line ends with the natural charge from an NBO analysis.
Geometry (Å):
C -0.237 -1.745 -0.456  0.0158
H 0.250 0.859 -1.140  0.2075
C -1.434 1.924 -0.214  -0.6580
H -0.857 2.827 -0.410  0.2268
C -0.960 -0.555 -0.151  0.2152
O -2.164 -0.828 0.463  -0.6814
C -0.605 0.707 -0.505  -0.3258
H 1.385 -0.682 1.650  0.2256
H -1.748 1.947 0.839  0.2042
C 1.919 -0.196 0.832  -0.7098
H -0.792 -2.669 -0.537  0.1861
H -2.330 1.952 -0.826  0.2087
H 1.345 0.715 0.604  0.2360
O 1.044 -1.907 -0.744  -0.3607
H 2.917 0.082 1.154  0.2286
H -2.662 -0.009 0.568  0.4800
H 2.933 -1.297 -0.815  0.1691
C 1.996 -1.125 -0.313  0.1320

---

4.
Entry from the OMol25 dataset: an isolated ion of composition C5H6NO and charge +1 in a non-equilibrium geometry (ωB97M-V/def2-TZVPD).

The total charge is +1. As for the HOMO energy (alpha / beta): -0.5343 / -0.5342 Ha. As for the energy: -323.6579 Eh. Its SMILES is C[N+](=O)C=C1C=C1.

Each line ends with the natural charge from an NBO analysis.
Geometry (Å):
H -2.930 0.889 0.274  0.2764
C 2.724 -0.448 -0.178  -0.0317
C 2.374 0.723 0.317  -0.0405
N -0.998 0.267 0.233  0.2349
H -2.331 -0.050 -1.142  0.2511
H 3.364 -1.094 -0.867  0.3020
H -0.143 -1.508 -0.514  0.2463
H -2.869 -0.964 0.235  0.2822
C -2.367 -0.021 -0.051  -0.4786
C 1.303 -0.151 -0.037  0.1383
H 2.570 1.596 0.913  0.2864
O -0.705 1.320 0.926  -0.2982
C 0.007 -0.559 -0.109  -0.1687

---

What is the formula in the first record?
C25H55ClNO4

---

Which of these has the lowest total charge?
C33H55AlClO23

---

Which value of energy does entry 4 give?
-323.6579 Eh

---

Among the records above, which one has the lowest energy?
C33H55AlClO23